# C6H11P

A cluster of 2 separate species, C6H11P in total in a non-equilibrium geometry (ωB97M-V with the def2-TZVPD basis set, the Open Molecules 2025 dataset).

Atoms and positions in Å:
C: -0.440 -1.490 2.487
C: 0.192 -2.174 1.158
C: -0.488 -1.767 -0.025
P: -2.049 -1.611 -1.033
C: -0.310 -1.240 -1.255
H: -0.229 -0.414 2.576
H: -0.097 -1.999 3.349
H: -1.487 -1.614 2.374
H: 0.156 -3.304 1.305
H: 1.368 -1.888 0.998
H: -2.429 -0.223 -0.804
H: 0.316 -0.614 -1.900
C: 0.599 3.427 -2.035
C: 1.308 2.723 -1.152
H: 0.439 3.266 -3.125
H: -0.047 4.120 -1.523
H: 1.222 2.944 -0.085
H: 1.978 1.860 -1.311

Output
orbital gap	9.18	eV
E_HOMO	-8.30	eV
M	114.128	g/mol
ΔE to the lowest compared entry with this formula, charge and spin	2.860	eV
lowest unoccupied orbital energy	0.8762	eV
charge	0
SMILES string	CCC1=[PH]=C1.C=C